ORCA calculation (ωB97M-V with the def2-TZVPD basis set) on a structure of composition C9H6BrF6N2O5S2SbSe4Sn.

Structure (XYZ):
```
37
Properties=species:S:1:pos:R:3
Sn -0.42166 0.49929 0.86895
C -0.61347 -1.48355 -4.70792
C -1.43450 -1.08502 -3.51641
C -2.78562 -1.39470 -3.40435
C -3.50159 -1.03698 -2.27480
C -2.81560 -0.37099 -1.28083
Br -3.68809 0.11960 0.32629
N -1.53676 -0.05693 -1.35828
C -0.85777 -0.40619 -2.45422
H -1.24914 -1.79176 -5.53594
H 0.04156 -2.31913 -4.45707
H 0.01490 -0.65988 -5.04616
H -3.28277 -1.92940 -4.20410
H -4.54854 -1.27392 -2.16133
H 0.19285 -0.13523 -2.46663
F 4.76982 1.18396 1.39925
C 4.13909 2.15659 0.75248
F 4.34460 3.30758 1.37235
F 4.60399 2.23244 -0.49044
S 2.32323 1.80383 0.68414
O 2.15700 0.77087 -0.31609
O 1.66331 3.05605 0.45222
N 1.94884 1.13946 2.08122
S 1.26664 2.05371 3.22193
O 1.79768 3.36608 3.37207
O -0.17086 1.85435 3.16415
C 1.79102 1.08488 4.70083
F 1.18912 1.60311 5.76593
F 1.44098 -0.18900 4.57702
F 3.10520 1.17063 4.85576
Se -2.73880 -4.44925 -1.09778
Sb -1.36798 -4.20704 0.83942
Se -0.28260 -2.06487 1.39389
Se -2.90580 -4.80866 2.68653
Se 0.49054 -5.83160 0.57359
O -1.59129 4.54167 1.09966
C -1.48752 3.55001 0.58468
```

## Properties
**LUMO (alpha / beta)**: -2.949 / -2.867 eV
**Gap between HOMO and LUMO (alpha / beta)**: 5.7 / 5.8 eV

The net atomic charges from Löwdin, expressed in e, are: number 1, Sn, carries 1.036; number 2, C, carries -0.032; number 3, C, carries -0.235; number 4, C, carries -0.021; number 5, C, carries -0.113; number 6, C, carries -0.756; number 7, Br, carries 0.772; number 8, N, carries -0.111; number 9, C, carries -0.070; number 10, H, carries 0.081; number 11, H, carries 0.093; number 12, H, carries 0.087; number 13, H, carries 0.127; number 14, H, carries 0.112; number 15, H, carries 0.132; number 16, F, carries 0.155; number 17, C, carries -0.679; number 18, F, carries 0.164; number 19, F, carries 0.153; number 20, S, carries 0.498; number 21, O, carries -0.350; number 22, O, carries -0.292; number 23, N, carries -0.364; number 24, S, carries 0.574; number 25, O, carries -0.237; number 26, O, carries -0.413; number 27, C, carries -0.692; number 28, F, carries 0.155; number 29, F, carries 0.147; number 30, F, carries 0.157; number 31, Se, carries -0.050; number 32, Sb, carries -0.336; number 33, Se, carries -0.048; number 34, Se, carries 0.144; number 35, Se, carries 0.157; number 36, O, carries 0.083; number 37, C, carries -0.026

ORCA calculation (ωB97M-V with the def2-TZVPD basis set) on a structure of composition C40H24BCl7N15O3Sr.

Structure (XYZ):
```
91
Properties=species:S:1:pos:R:3
Sr -0.41616 0.46410 -0.70076
Cl 7.40824 3.23336 -0.41739
C 5.91664 2.43539 -0.83616
C 4.80154 2.68615 -0.10705
C 3.54364 2.04622 -0.39642
N 2.50229 2.10569 0.40256
C 2.51728 2.91038 1.51700
O 2.65468 4.12140 1.50628
C 2.30053 2.20485 2.84065
C 1.93968 2.96837 3.94166
C 1.71143 2.32578 5.14437
C 1.87365 0.95165 5.20419
C 2.27734 0.28392 4.05654
N 2.48652 0.88827 2.88921
C 3.47628 1.18316 -1.56778
C 4.68427 0.94322 -2.27902
C 5.86247 1.53450 -1.93512
Cl 7.28550 1.19197 -2.87190
N 2.32289 0.63875 -1.95022
C 2.28571 -0.65514 -2.38947
O 1.61189 -1.07663 -3.31036
C 3.03104 -1.69460 -1.53804
C 3.05643 -3.00864 -1.99075
C 3.66127 -3.96585 -1.19825
C 4.21248 -3.58191 0.01652
C 4.13342 -2.24633 0.38287
N 3.55602 -1.31849 -0.37639
H 4.84835 3.37671 0.72179
H 1.82111 4.03604 3.82205
H 1.39258 2.88453 6.01601
H 1.67747 0.39831 6.11354
H 2.41608 -0.79010 4.07008
H 4.65136 0.28266 -3.13583
H 2.57454 -3.24839 -2.92824
H 3.69261 -5.00090 -1.51637
H 4.68519 -4.30213 0.67246
H 4.53407 -1.89840 1.33021
C -4.53315 -1.69607 0.11662
C -3.75401 -0.81218 -0.64586
N -2.88770 -0.15907 0.11422
N -3.09868 -0.59150 1.38320
C -4.06911 -1.52935 1.40034
B -2.21112 -0.15600 2.58659
N -1.02381 -1.15688 2.68235
C -0.70686 -2.08450 3.60989
C 0.33879 -2.83664 3.11949
C 0.59885 -2.28106 1.85660
N -0.22508 -1.28087 1.59187
N -1.70481 1.29829 2.41752
C -1.98317 2.37055 3.19060
C -1.32500 3.45953 2.66961
C -0.64008 2.94989 1.55692
N -0.87100 1.65307 1.41474
N -3.11590 -0.16661 3.84118
C -4.38098 0.31522 3.86122
C -4.80076 0.35435 5.16841
C -3.69298 -0.12577 5.89330
N -2.68086 -0.42818 5.09692
H -5.30840 -2.36245 -0.22209
H -3.77049 -0.62856 -1.70874
H -4.36026 -2.00895 2.32059
H -1.24027 -2.12552 4.54347
H 0.83280 -3.66593 3.59871
H 1.34374 -2.56783 1.12808
H -2.62667 2.29067 4.05137
H -1.33454 4.47116 3.03843
H -0.00464 3.46846 0.85487
H -4.87697 0.60639 2.94960
H -5.75768 0.67946 5.54026
H -3.59003 -0.26648 6.95941
Cl -1.80777 1.10614 -4.29917
C -1.67084 -0.62283 -3.99040
C -1.22779 -1.04987 -2.74470
C -1.16326 -2.42690 -2.63584
Cl -0.60159 -3.08964 -1.09183
C -1.47627 -3.33888 -3.63770
Cl -1.33446 -5.05953 -3.39508
C -1.90831 -2.85203 -4.86614
Cl -2.31489 -3.94708 -6.15043
C -2.00880 -1.47437 -5.04531
Cl -2.54824 -0.86397 -6.58306
N 0.52644 3.61574 -2.63993
C -0.73683 3.49445 -2.14444
O -1.00899 2.47912 -1.45294
C -1.67378 4.52191 -2.41547
C -3.00469 4.44576 -1.91694
N -4.09452 4.41267 -1.53595
C -1.29376 5.63480 -3.20926
N -0.91574 6.51390 -3.86107
H 0.73945 4.33491 -3.30873
H 1.12408 2.80437 -2.58784
```

## Properties
**LUMO (alpha / beta)**: 3.746 / 2.783 eV
**Charge**: -2
**Multiplicity**: 2
**Gap between HOMO and LUMO (alpha / beta)**: 6.7 / 6.0 eV

The net atomic charges from Löwdin, expressed in e, are: number 1, Sr, carries 1.339; number 2, Cl, carries 0.622; number 3, C, carries -0.682; number 4, C, carries -0.036; number 5, C, carries -0.206; number 6, N, carries 0.192; number 7, C, carries -0.468; number 8, O, carries 0.068; number 9, C, carries -0.209; number 10, C, carries -0.018; number 11, C, carries -0.070; number 12, C, carries -0.068; number 13, C, carries -0.139; number 14, N, carries 0.148; number 15, C, carries -0.252; number 16, C, carries -0.059; number 17, C, carries -0.682; number 18, Cl, carries 0.629; number 19, N, carries 0.105; number 20, C, carries -0.482; number 21, O, carries 0.054; number 22, C, carries -0.195; number 23, C, carries -0.013; number 24, C, carries -0.070; number 25, C, carries -0.079; number 26, C, carries -0.141; number 27, N, carries 0.148; number 28, H, carries 0.104; number 29, H, carries 0.114; number 30, H, carries 0.101; number 31, H, carries 0.096; number 32, H, carries 0.094; number 33, H, carries 0.117; number 34, H, carries 0.117; number 35, H, carries 0.101; number 36, H, carries 0.093; number 37, H, carries 0.106; number 38, C, carries -0.060; number 39, C, carries -0.150; number 40, N, carries 0.014; number 41, N, carries -0.008; number 42, C, carries -0.098; number 43, B, carries -0.635; number 44, N, carries 0.014; number 45, C, carries -0.094; number 46, C, carries -0.083; number 47, C, carries -0.207; number 48, N, carries 0.018; number 49, N, carries 0.020; number 50, C, carries -0.067; number 51, C, carries -0.051; number 52, C, carries -0.159; number 53, N, carries -0.056; number 54, N, carries -0.024; number 55, C, carries -0.112; number 56, C, carries -0.083; number 57, C, carries -0.182; number 58, N, carries 0.066; number 59, H, carries 0.084; number 60, H, carries 0.106; number 61, H, carries 0.119; number 62, H, carries 0.089; number 63, H, carries 0.080; number 64, H, carries 0.077; number 65, H, carries 0.111; number 66, H, carries 0.092; number 67, H, carries 0.106; number 68, H, carries 0.130; number 69, H, carries 0.080; number 70, H, carries 0.087; number 71, Cl, carries 0.670; number 72, C, carries -0.699; number 73, C, carries -0.290; number 74, C, carries -0.703; number 75, Cl, carries 0.658; number 76, C, carries -0.704; number 77, Cl, carries 0.607; number 78, C, carries -0.714; number 79, Cl, carries 0.613; number 80, C, carries -0.703; number 81, Cl, carries 0.614; number 82, N, carries 0.185; number 83, C, carries -0.563; number 84, O, carries -0.295; number 85, C, carries -0.221; number 86, C, carries -0.248; number 87, N, carries 0.102; number 88, C, carries -0.270; number 89, N, carries 0.089; number 90, H, carries 0.086; number 91, H, carries 0.079

ORCA calculation (ωB97M-V with the def2-TZVPD basis set) on an isolated molecule of C4H7NO2.

Structure (XYZ):
```
14
Properties=species:S:1:pos:R:3
C 1.18520 -1.22340 -0.67950
C 0.91726 0.25913 -0.48920
O -0.19543 0.69827 -1.22621
C -1.31727 0.51421 -0.38288
C -0.73799 0.64528 1.00480
N -1.38394 0.82010 2.07124
O 0.61035 0.53056 0.88271
H 1.81475 -1.60659 0.12538
H 1.67723 -1.40446 -1.63737
H 0.24274 -1.77761 -0.67400
H 1.77252 0.88269 -0.76198
H -1.77457 -0.47840 -0.50727
H -2.05927 1.28286 -0.59670
H -0.75158 0.85737 2.87098
```

## Properties
**LUMO**: 0.895 eV
**SMILES**: [H]/N=C1/CO[C@H](C)O1
**Gap between HOMO and LUMO**: 11.1 eV

The net atomic charges from Löwdin, expressed in e, are: number 1, C, carries 0.001; number 2, C, carries -0.379; number 3, O, carries -0.055; number 4, C, carries -0.100; number 5, C, carries -0.426; number 6, N, carries 0.161; number 7, O, carries 0.044; number 8, H, carries 0.089; number 9, H, carries 0.088; number 10, H, carries 0.087; number 11, H, carries 0.159; number 12, H, carries 0.132; number 13, H, carries 0.137; number 14, H, carries 0.064

In the order shown, the computed energy relative to the best compared isomer or geometry (same formula, charge and spin) values come out to 0.975 0.590 1.166 eV.